1.
{"formula": "C18H24Cl2O2", "method": "wB97M-V/def2-TZVPD", "species": ["C", "C", "C", "C", "C", "C", "C", "C", "C", "C", "O", "C", "O", "C", "C", "C", "C", "C", "Cl", "C", "C", "Cl", "H", "H", "H", "H", "H", "H", "H", "H", "H", "H", "H", "H", "H", "H", "H", "H", "H", "H", "H", "H", "H", "H", "H", "H"], "positions_angstrom": [[-1.6704, -1.7464, 2.7302], [-0.6512, -1.2845, 1.6927], [-0.3231, -0.0346, 1.6030], [-0.7710, 1.1368, 2.4928], [-1.2817, 2.3414, 1.6739], [-1.7553, 3.3515, 2.6844], [-2.3437, 4.6162, 2.0383], [-3.5300, 4.2689, 1.2597], [-3.0743, 3.3364, 0.1170], [-2.5233, 2.0612, 0.7739], [-2.2563, 1.2253, -0.3741], [0.0002, -2.2923, 0.7307], [0.9447, -1.5799, -0.0751], [0.5297, -1.2588, -1.3765], [0.7905, -2.5087, -2.1361], [2.1655, -2.8643, -2.4258], [2.4632, -4.0868, -3.0902], [1.3949, -4.9122, -3.5120], [1.7133, -6.3684, -4.4656], [0.0987, -4.4760, -3.3909], [-0.1898, -3.4089, -2.6092], [-1.8314, -3.0152, -2.2803], [-2.1731, -2.6456, 2.3697], [-1.1651, -2.0835, 3.7024], [-2.4089, -1.0279, 2.9529], [0.4810, 0.2835, 0.9113], [-1.5094, 0.9089, 3.2561], [0.1844, 1.3750, 3.0063], [-0.4208, 2.7103, 0.9927], [-0.9382, 3.8143, 3.3550], [-2.4301, 2.7529, 3.3558], [-1.5638, 5.0295, 1.4578], [-2.5380, 5.2144, 2.9210], [-3.9422, 5.1769, 0.7742], [-4.3422, 3.7543, 1.8110], [-3.9499, 3.1174, -0.5686], [-2.2195, 3.9776, -0.3869], [-3.2137, 1.6297, 1.5038], [-1.9480, 0.2813, -0.0469], [-0.8060, -2.7553, 0.1421], [0.4757, -3.0801, 1.3012], [1.2204, -0.3871, -1.6788], [-0.5590, -0.9045, -1.4437], [2.8984, -2.0807, -2.0832], [3.5675, -4.3474, -3.2994], [-0.8282, -4.9753, -3.8724]], "lowdin_charge": [-0.037, -0.262, -0.091, -0.139, -0.301, -0.196, -0.231, -0.240, -0.138, -0.350, -0.081, -0.141, -0.173, -0.211, -0.214, 0.000, -0.089, -0.645, 0.628, -0.167, -0.622, 0.743, 0.072, 0.112, 0.047, 0.135, 0.097, 0.133, 0.179, 0.143, 0.129, 0.104, 0.110, 0.116, 0.125, 0.134, 0.158, 0.149, 0.116, 0.090, 0.130, 0.161, 0.113, 0.133, 0.133, 0.143], "multiplicity": 1, "smiles": "C/C(=C\\C[C@@H]1CCCC[C@H]1O)COCc1ccc(Cl)cc1Cl"}

***

2.
{"formula": "C21H30NO", "method": "wB97M-V/def2-TZVPD", "species": ["C", "C", "C", "N", "C", "C", "C", "O", "C", "C", "C", "C", "C", "C", "C", "C", "C", "C", "C", "C", "C", "C", "C", "H", "H", "H", "H", "H", "H", "H", "H", "H", "H", "H", "H", "H", "H", "H", "H", "H", "H", "H", "H", "H", "H", "H", "H", "H", "H", "H", "H", "H", "H"], "positions_angstrom": [[3.6414, 0.3384, -4.9198], [2.6120, 0.3300, -3.8013], [2.9541, 1.2984, -2.6799], [2.4464, -1.0547, -3.2470], [3.6615, -1.7462, -2.7412], [3.2424, -2.8632, -1.7890], [2.5842, -2.3143, -0.5220], [1.4116, -1.6091, -0.9062], [0.6647, -0.9506, 0.0715], [0.9242, -1.0096, 1.4271], [0.1038, -0.3218, 2.3099], [-0.9764, 0.4243, 1.8651], [-1.8932, 1.2058, 2.7882], [-1.5261, 2.6888, 2.6285], [-1.7286, 0.8223, 4.2651], [-3.3342, 0.8996, 2.4045], [-4.3091, 1.8778, 2.2705], [-5.6147, 1.5352, 1.9577], [-5.9674, 0.2106, 1.7764], [-5.0038, -0.7745, 1.9128], [-3.7022, -0.4312, 2.2248], [-1.2115, 0.4779, 0.4920], [-0.4039, -0.1954, -0.3990], [3.4046, -0.4021, -5.6803], [3.6439, 1.3134, -5.3979], [4.6429, 0.1528, -4.5421], [1.6329, 0.6002, -4.2110], [3.9646, 1.1509, -2.3090], [2.8921, 2.3156, -3.0552], [2.2519, 1.2068, -1.8539], [2.0044, -1.6487, -3.9537], [1.8057, -1.0333, -2.4031], [4.2380, -2.1451, -3.5766], [4.2734, -1.0203, -2.2051], [4.1222, -3.4360, -1.4992], [2.5500, -3.5433, -2.2884], [2.3233, -3.1409, 0.1471], [3.2718, -1.6391, 0.0036], [1.7451, -1.5888, 1.8187], [0.3256, -0.3902, 3.3618], [-1.7496, 3.0444, 1.6256], [-0.4604, 2.8197, 2.8086], [-2.0653, 3.2967, 3.3497], [-2.4868, 1.3361, 4.8519], [-1.8612, -0.2471, 4.4090], [-0.7526, 1.1192, 4.6421], [-4.0659, 2.9189, 2.4105], [-6.3591, 2.3112, 1.8590], [-6.9856, -0.0538, 1.5348], [-5.2676, -1.8132, 1.7787], [-2.9569, -1.2079, 2.3280], [-2.0499, 1.0449, 0.1176], [-0.6067, -0.1595, -1.4596]], "lowdin_charge": [-0.039, -0.368, -0.027, 0.062, -0.126, -0.121, -0.178, -0.118, -0.249, -0.004, -0.001, -0.187, -0.463, -0.033, -0.031, -0.202, -0.029, -0.073, -0.086, -0.072, -0.039, -0.007, 0.001, 0.090, 0.097, 0.087, 0.155, 0.086, 0.099, 0.084, 0.189, 0.133, 0.137, 0.132, 0.134, 0.131, 0.141, 0.141, 0.110, 0.113, 0.088, 0.093, 0.087, 0.098, 0.090, 0.085, 0.105, 0.105, 0.104, 0.105, 0.121, 0.131, 0.116], "multiplicity": 1, "total_charge": 1, "smiles": "CC(C)[NH2+]CCCOc1ccc(C(C)(C)c2ccccc2)cc1"}

***

So what do the calculations give for gap between HOMO and LUMO? Going down the list: 9.774; 8.252 eV.
So what do the calculations give for ΔE to the lowest compared entry with this formula, charge and spin? Going down the list: 0.000; 0.280 eV.
So what do the calculations give for lowest unoccupied orbital energy? Going down the list: 0.706; -2.538 eV.